Record 1
A molecular structure, C23H58FeGeN6O2Si3 at a distorted geometry, computed with wB97M-V/def2-TZVPD.

CARTESIAN COORDINATES (ANGSTROEM)
Fe 0.070 0.015 -0.469
C 0.283 0.778 -3.984
C -1.078 0.871 -3.297
N -0.930 1.557 -1.991
C -2.175 2.041 -1.363
C -2.640 1.098 -0.260
N -1.533 0.866 0.688
C -1.264 1.987 1.612
C 0.074 1.799 2.316
C 1.282 2.311 1.545
N 1.338 1.769 0.172
C 2.678 1.600 -0.388
C 2.526 1.249 -1.852
N 1.661 0.066 -1.986
C 1.282 -0.218 -3.392
H 0.117 0.494 -5.025
H 0.731 1.777 -4.037
H -1.789 1.405 -3.935
H -1.479 -0.122 -3.128
H -0.345 2.363 -2.187
H -1.973 3.022 -0.932
H -2.963 2.188 -2.107
H -3.531 1.503 0.231
H -2.914 0.129 -0.683
H -1.751 0.041 1.247
H -1.270 2.915 1.035
H -2.078 2.071 2.338
H 0.054 2.281 3.295
H 0.215 0.728 2.497
H 1.293 3.405 1.502
H 2.185 2.004 2.071
H 0.816 2.392 -0.436
H 3.309 2.485 -0.259
H 3.159 0.775 0.146
H 2.060 2.080 -2.388
H 3.503 1.087 -2.317
H 2.179 -0.737 -1.636
H 2.181 -0.238 -4.018
H 0.854 -1.221 -3.413
C -3.466 -2.761 -0.460
C -2.204 -2.322 0.211
N -1.124 -1.862 -0.410
O -1.236 -1.892 -1.852
C -2.016 -2.469 1.608
C -3.098 -3.155 2.392
N -0.842 -2.082 2.167
O -0.726 -2.432 3.519
H -3.493 -2.425 -1.493
H -4.339 -2.363 0.060
H -3.568 -3.850 -0.459
H -0.931 -2.776 -2.108
H -3.497 -3.991 1.816
H -3.934 -2.489 2.612
H -2.719 -3.553 3.327
C -2.807 -0.475 4.215
Si -1.277 -1.380 4.756
C -1.582 -2.530 6.165
C 0.003 -0.122 5.215
Ge 1.005 -1.813 1.174
Si 1.281 -4.077 0.409
C -0.358 -4.954 0.135
C 2.223 -5.261 1.512
C 2.155 -3.978 -1.254
Si 2.757 -1.751 2.780
C 4.177 -2.032 1.557
C 2.900 -2.975 4.194
C 3.221 -0.067 3.508
H -2.958 0.353 4.914
H -3.705 -1.089 4.223
H -2.696 -0.040 3.216
H -1.924 -1.988 7.049
H -0.662 -3.058 6.429
H -2.338 -3.277 5.913
H -0.172 0.191 6.249
H -0.053 0.772 4.593
H 1.013 -0.515 5.161
H -0.934 -5.052 1.058
H -0.126 -5.965 -0.217
H -0.996 -4.482 -0.614
H 1.707 -5.406 2.463
H 3.253 -4.980 1.731
H 2.241 -6.227 0.998
H 1.531 -3.483 -2.008
H 2.394 -4.977 -1.632
H 3.093 -3.419 -1.186
H 4.228 -3.035 1.134
H 5.140 -1.826 2.033
H 4.082 -1.332 0.716
H 2.581 -3.987 3.945
H 2.304 -2.646 5.046
H 3.941 -3.018 4.527
H 3.664 0.568 2.734
H 3.990 -0.209 4.274
H 2.400 0.480 3.974

Net charge: +1
Energy above the lowest of the compared OMol25 structures with the same formula, charge and spin in eV: 0.0000
Highest occupied orbital energy (alpha / beta) in hartree: -0.3186 / -0.3509
2S+1: 6
LUMO (alpha / beta) in eV: -2.154 / -2.500
Total energy in Ha: -5599.121994

Record 2
A molecular structure, C23H59GaN3, computed with wB97M-V/def2-TZVPD.

CARTESIAN COORDINATES (ANGSTROEM)
C -0.242 -3.731 5.792
C 0.504 -5.066 5.836
C 0.855 -5.596 7.242
C 2.239 -5.258 7.807
C 2.547 -3.746 7.858
Ga 2.436 -6.095 9.685
H -1.300 -3.870 6.029
H 0.158 -3.007 6.500
H -0.195 -3.274 4.798
H 1.423 -5.005 5.242
H -0.131 -5.803 5.329
H 0.795 -6.687 7.205
H 0.066 -5.292 7.945
H 2.966 -5.719 7.125
H 1.639 -3.139 7.828
H 3.189 -3.420 7.030
H 3.064 -3.467 8.781
H 1.343 -7.277 9.861
H 3.952 -6.628 9.892
H 2.131 -4.901 10.743
C -2.508 -1.417 3.777
C -2.071 -0.997 2.384
N -2.083 0.444 2.190
C -1.938 0.842 0.804
C -0.622 0.509 0.090
C -1.313 1.211 3.159
C 0.175 0.876 3.320
H -3.482 -0.992 4.024
H -2.579 -2.503 3.830
H -1.793 -1.111 4.541
H -2.761 -1.420 1.648
H -1.087 -1.449 2.176
H -2.110 1.921 0.748
H -2.759 0.376 0.249
H 0.197 1.145 0.425
H -0.739 0.667 -0.986
H -0.328 -0.531 0.237
H -1.796 1.098 4.132
H -1.426 2.266 2.893
H 0.339 -0.200 3.398
H 0.556 1.327 4.238
H 0.779 1.251 2.494
C -0.677 3.947 -2.336
C 0.595 4.314 -3.086
N 1.788 4.216 -2.263
C 2.950 4.861 -2.844
C 3.507 4.298 -4.158
C 2.014 2.918 -1.647
C 2.160 1.697 -2.567
H -0.778 4.542 -1.427
H -1.546 4.135 -2.969
H -0.700 2.892 -2.061
H 0.522 5.353 -3.418
H 0.652 3.704 -4.004
H 3.740 4.860 -2.089
H 2.683 5.911 -3.004
H 4.025 3.351 -4.013
H 4.225 5.002 -4.584
H 2.719 4.144 -4.897
H 1.190 2.729 -0.957
H 2.905 3.003 -1.019
H 1.404 1.688 -3.354
H 2.037 0.782 -1.985
H 3.141 1.657 -3.039
C -2.762 0.687 -8.433
C -2.837 0.673 -6.914
N -1.813 -0.156 -6.304
C -2.049 -0.430 -4.896
C -2.005 0.749 -3.919
C -0.444 0.164 -6.674
C 0.051 1.596 -6.428
H -2.769 -0.331 -8.827
H -3.622 1.221 -8.840
H -1.865 1.189 -8.797
H -3.801 0.255 -6.611
H -2.826 1.713 -6.550
H -1.323 -1.183 -4.580
H -3.031 -0.908 -4.824
H -0.986 1.099 -3.752
H -2.404 0.443 -2.949
H -2.602 1.594 -4.267
H -0.323 -0.061 -7.737
H 0.203 -0.542 -6.148
H -0.673 2.337 -6.773
H 0.979 1.764 -6.977
H 0.253 1.792 -5.377

Net charge: -1
Energy above the lowest of the compared OMol25 structures with the same formula, charge and spin in eV: 0.4286
Highest occupied orbital energy in hartree: -0.1485
2S+1: 1
LUMO in eV: 1.823
Total energy in Ha: -3000.693663

Record 3
A molecular structure, C23H59N2O8Y at a distorted geometry, computed with wB97M-V/def2-TZVPD.

CARTESIAN COORDINATES (ANGSTROEM)
Y 14.818 21.758 -11.882
C 12.008 18.811 -12.074
C 11.598 20.100 -11.265
O 12.678 20.979 -11.236
H 13.087 18.656 -12.113
H 11.928 18.923 -13.155
H 11.471 17.932 -11.719
H 11.290 19.680 -10.307
H 10.747 20.438 -11.856
O 15.202 20.019 -13.407
H 15.839 19.376 -13.720
H 14.649 20.198 -14.168
O 15.347 19.549 -10.700
H 16.193 19.426 -10.269
H 14.780 18.882 -10.311
O 13.071 22.308 -13.743
H 12.176 22.382 -13.410
H 13.148 23.019 -14.380
O 11.941 20.253 -7.165
H 12.878 20.234 -7.362
H 11.536 19.759 -7.878
C 12.265 16.787 -9.169
C 12.402 15.359 -9.891
C 12.606 15.536 -11.474
C 13.210 14.405 -12.119
C 14.651 14.215 -11.589
C 14.626 13.927 -10.058
N 13.698 14.859 -9.397
O 13.657 14.663 -8.063
C 14.376 12.429 -9.868
C 16.037 14.220 -9.627
C 11.181 14.397 -9.562
H 12.188 16.781 -8.081
H 11.430 17.370 -9.556
H 13.115 17.414 -9.438
H 11.656 15.539 -12.008
H 13.339 16.303 -11.724
H 13.292 14.626 -13.184
H 12.633 13.494 -11.964
H 15.291 15.057 -11.854
H 14.922 13.379 -12.234
H 13.527 12.074 -10.452
H 15.253 11.812 -10.059
H 14.063 12.287 -8.833
H 16.286 15.281 -9.625
H 16.089 13.756 -8.642
H 16.684 13.587 -10.233
H 10.704 14.351 -8.583
H 11.600 13.415 -9.780
H 10.402 14.564 -10.305
H 13.111 13.879 -7.970
C 8.520 20.371 -14.035
C 8.831 21.421 -15.151
C 10.017 20.710 -16.041
C 10.053 20.963 -17.526
C 8.601 21.208 -18.066
C 7.700 22.233 -17.339
N 7.559 21.702 -15.913
O 6.569 22.299 -15.047
C 8.217 23.736 -17.421
C 6.330 22.175 -18.024
C 9.420 22.738 -14.596
H 7.721 20.740 -13.392
H 8.062 19.518 -14.537
H 9.316 20.059 -13.359
H 11.008 20.895 -15.626
H 9.844 19.634 -16.009
H 10.692 21.823 -17.728
H 10.590 20.152 -18.019
H 8.204 20.209 -17.886
H 8.705 21.290 -19.148
H 9.165 23.861 -16.898
H 7.454 24.371 -16.971
H 8.228 24.173 -18.419
H 5.585 22.579 -17.339
H 5.914 21.169 -18.076
H 6.256 22.741 -18.952
H 8.671 23.525 -14.511
H 9.844 22.696 -13.592
H 10.319 23.224 -14.978
H 7.040 23.101 -14.811
C 6.152 16.579 -10.834
C 7.361 17.479 -10.441
C 7.710 18.410 -11.533
O 6.870 18.308 -9.304
H 5.740 16.000 -10.008
H 6.243 15.841 -11.631
H 5.284 17.210 -11.029
H 8.231 16.866 -10.205
H 8.270 19.270 -11.164
H 6.783 18.860 -11.887
H 8.274 17.897 -12.312
H 7.401 19.086 -9.118

Net charge: +2
Energy above the lowest of the compared OMol25 structures with the same formula, charge and spin in eV: 4.3533
Highest occupied orbital energy in hartree: -0.4497
2S+1: 1
LUMO in eV: -9.358
Total energy in Ha: -1660.679956